Entry 1:
{"formula": "C6H7ClN2O", "method": "the ωB97M-V functional and the def2-TZVPD basis", "orbital_gap_ev": [6.9, 6.9], "e_above_lowest_kj_mol": 207.68, "lumo_ha": [-0.0290, -0.0289], "fmax_ev_per_a": 5.22, "elements": ["C", "C", "C", "C", "C", "C", "N", "N", "O", "Cl", "H", "H", "H", "H", "H", "H", "H"], "xyz": [[0.397966, 0.747205, -0.100949], [-2.837238, -1.015530, 0.059885], [-1.018115, 0.876219, -0.120738], [0.631873, -0.641097, 0.063762], [1.288459, 1.897305, 0.044686], [1.865979, -1.381037, -0.004130], [-1.546426, -0.603522, 0.023833], [-0.516178, -1.414074, 0.139139], [-1.758834, 1.808670, -0.255119], [-4.122496, 0.050428, -0.155616], [-3.032472, -2.000556, 0.262332], [0.952882, 2.438829, 0.911981], [1.251248, 2.473001, -0.854924], [2.273142, 1.476485, 0.118865], [1.775832, -2.137396, 0.745580], [2.620483, -0.624989, 0.031929], [1.773897, -1.949949, -0.910516]], "atomic_forces_ev_per_a": [[-1.532, -3.197, 0.729], [3.856, 3.493, -0.402], [0.145, 0.537, -0.409], [-3.252, 1.566, -0.611], [-0.069, -0.704, -0.471], [-0.687, 0.134, 0.026], [-2.765, 0.072, 0.006], [1.032, -0.514, 0.068], [-0.274, -0.096, 0.169], [-0.018, -0.082, 0.028], [-0.370, -2.274, 0.316], [0.413, 0.635, 0.282], [0.043, 0.873, -0.377], [0.756, 0.372, 0.441], [0.832, -0.301, 0.928], [1.265, -0.470, 0.092], [0.625, -0.045, -0.813]]}

---

Entry 2:
{"formula": "C27H26MoS4Sb2", "method": "the ωB97M-V functional and the def2-TZVPD basis", "total_charge": 4, "orbital_gap_ev": 4.9, "e_above_lowest_kj_mol": 0.00, "lumo_ha": -0.5432, "fmax_ev_per_a": 0.40, "elements": ["Mo", "C", "C", "C", "Sb", "C", "C", "C", "C", "C", "C", "C", "C", "C", "C", "C", "C", "Sb", "C", "C", "C", "C", "C", "C", "C", "C", "C", "C", "C", "C", "H", "H", "H", "H", "H", "H", "H", "H", "H", "H", "H", "H", "H", "H", "H", "H", "H", "H", "H", "H", "H", "H", "H", "H", "H", "H", "S", "S", "S", "S"], "xyz": [[1.093964, 1.033611, -0.219021], [-2.545328, -0.790350, -0.618063], [-3.232748, -0.010212, 0.512310], [-2.556826, -0.100534, 1.869710], [-0.485795, 0.417527, 2.029929], [0.871934, -1.132417, 1.556903], [0.549596, -2.470970, 1.776889], [1.540138, -3.440111, 1.651062], [2.818206, -3.102679, 1.218689], [3.129173, -1.782028, 0.904983], [2.160607, -0.804458, 1.096001], [0.003051, 1.127294, 3.908211], [1.214699, 0.726645, 4.481842], [1.500298, 1.135443, 5.772837], [0.593891, 1.932882, 6.467942], [-0.604854, 2.331833, 5.882387], [-0.909986, 1.934818, 4.591625], [-1.076667, 0.316501, -1.697714], [-1.782033, 0.976456, -3.535610], [-3.133247, 1.324596, -3.594514], [-3.675573, 1.668915, -4.821743], [-2.872184, 1.674766, -5.956656], [-1.523038, 1.336125, -5.879143], [-0.959888, 0.991750, -4.662605], [0.670881, -0.889323, -1.892253], [0.692631, -2.248514, -1.550930], [1.781174, -3.030277, -1.898883], [2.902785, -2.460499, -2.505552], [2.916181, -1.110771, -2.823561], [1.785750, -0.334292, -2.566197], [-3.263845, -1.109906, -1.374239], [-2.037039, -1.686157, -0.252959], [-4.232519, -0.432973, 0.642640], [-3.394924, 1.036231, 0.245380], [-2.578516, -1.115208, 2.280701], [-3.038116, 0.550285, 2.601440], [-0.432841, -2.767434, 2.126251], [1.312599, -4.467474, 1.908439], [3.578224, -3.869992, 1.137989], [4.121992, -1.512568, 0.567687], [2.548680, 0.241146, 1.104587], [1.909991, 0.082528, 3.955683], [2.421728, 0.823113, 6.245725], [0.820965, 2.241725, 7.480095], [-1.303045, 2.945569, 6.435462], [-1.846874, 2.248128, 4.145377], [-3.766564, 1.323996, -2.714258], [-4.722694, 1.930463, -4.892141], [-3.300948, 1.941360, -6.913898], [-0.913587, 1.329905, -6.772856], [0.082412, 0.703664, -4.622732], [-0.149206, -2.712689, -1.052959], [1.757757, -4.095678, -1.706707], [3.749066, -3.084933, -2.764537], [3.758847, -0.680341, -3.349636], [1.715162, 0.616720, -3.075693], [1.423660, 2.597446, -1.740180], [1.779188, 4.516760, -1.237750], [1.750328, 4.542564, 0.750983], [1.383328, 2.642022, 1.343232]], "atomic_forces_ev_per_a": [[0.021, -0.251, 0.067], [-0.041, 0.061, 0.097], [-0.007, 0.031, -0.117], [0.037, -0.052, 0.057], [-0.051, 0.008, 0.147], [0.086, 0.080, -0.081], [-0.024, -0.009, -0.002], [-0.022, -0.023, 0.016], [0.010, 0.021, -0.019], [-0.092, -0.085, -0.054], [0.176, 0.141, 0.110], [-0.011, -0.015, 0.059], [0.032, -0.033, -0.062], [-0.027, 0.027, 0.028], [0.004, -0.003, -0.009], [0.034, -0.011, 0.008], [-0.079, 0.035, -0.067], [-0.005, -0.345, -0.146], [-0.102, 0.162, -0.065], [-0.027, -0.022, 0.146], [0.047, 0.008, -0.051], [0.005, -0.005, 0.004], [-0.066, 0.028, -0.014], [0.102, -0.044, 0.070], [0.078, 0.199, -0.160], [-0.061, -0.018, 0.100], [0.010, 0.007, 0.002], [-0.011, 0.022, 0.004], [-0.007, -0.050, 0.019], [-0.032, -0.050, -0.091], [0.029, 0.047, -0.052], [-0.047, -0.011, 0.015], [-0.004, 0.013, 0.018], [-0.015, -0.006, -0.023], [0.024, -0.012, -0.034], [0.020, 0.000, 0.017], [-0.004, 0.011, -0.006], [0.001, 0.000, 0.005], [0.008, 0.007, -0.009], [0.009, -0.002, 0.027], [0.057, -0.068, 0.205], [-0.002, 0.001, 0.011], [0.000, -0.004, -0.002], [0.005, 0.000, 0.000], [-0.005, 0.001, 0.000], [-0.004, 0.002, 0.010], [-0.009, -0.005, -0.013], [-0.004, 0.003, 0.006], [0.000, 0.001, 0.001], [0.007, -0.002, 0.003], [-0.002, -0.005, -0.007], [-0.005, 0.000, -0.010], [0.000, -0.002, 0.005], [0.003, 0.004, -0.004], [-0.003, -0.002, -0.009], [0.033, 0.019, 0.041], [-0.110, 0.286, -0.255], [0.052, -0.121, 0.145], [-0.122, -0.199, -0.113], [0.111, 0.230, 0.034]]}

---

Entry 3:
{"formula": "C21H34AuN5O2PS4Sb", "method": "the ωB97M-V functional and the def2-TZVPD basis", "total_charge": -2, "orbital_gap_ev": [4.3, 4.3], "lumo_ha": [0.1243, 0.1243], "fmax_ev_per_a": 2.04, "elements": ["Au", "S", "Sb", "S", "S", "S", "O", "C", "O", "C", "C", "C", "C", "C", "N", "H", "H", "H", "H", "N", "P", "N", "C", "C", "C", "C", "C", "N", "C", "C", "C", "C", "C", "N", "C", "C", "C", "C", "C", "H", "H", "H", "H", "H", "H", "H", "H", "H", "H", "H", "H", "H", "H", "H", "H", "H", "H", "H", "H", "H", "H", "H", "H", "H", "H", "H", "H", "H", "H"], "xyz": [[0.258070, -0.420931, -0.573661], [-2.375906, 0.609513, 5.389968], [-0.235664, -0.266887, 5.230711], [1.370399, -0.979052, 1.573262], [0.908754, 0.494323, 2.810520], [-0.402816, -2.541094, 5.605552], [0.804258, 1.302597, -4.426681], [0.866332, 0.855875, -3.280499], [0.365251, -0.224258, -2.867176], [1.636030, 1.681566, -2.252095], [2.510021, 2.677779, -2.661351], [3.184241, 3.428455, -1.717384], [2.949229, 3.153074, -0.371338], [2.061041, 2.148761, -0.044703], [1.415979, 1.425051, -0.955752], [2.617907, 2.846859, -3.721441], [3.863059, 4.217270, -2.014507], [3.440104, 3.724061, 0.405169], [1.836311, 1.912221, 0.987165], [-1.359297, -1.573759, -0.252811], [-2.668742, -1.195931, -0.963450], [-3.101964, -1.958300, -2.467232], [-2.584666, -3.312438, -2.552081], [-1.338326, -3.401724, -3.424341], [-1.683830, -3.068568, -4.877693], [-2.856814, -2.083925, -4.913792], [-2.835491, -1.184511, -3.682274], [-4.012314, -1.681962, -0.004550], [-4.209398, -3.109088, 0.200987], [-5.116377, -3.357853, 1.400922], [-4.409112, -2.927899, 2.693795], [-3.454212, -1.764104, 2.413184], [-3.992723, -0.939468, 1.255179], [-3.119387, 0.400639, -1.326805], [-2.200930, 1.487496, -1.020245], [-2.878402, 2.844338, -1.173767], [-3.589114, 2.885688, -2.521187], [-4.715003, 1.842999, -2.556125], [-4.508553, 0.755322, -1.488765], [-3.372522, -3.975528, -2.947735], [-2.330455, -3.641045, -1.542401], [-0.902615, -4.400079, -3.347624], [-0.618646, -2.677913, -3.039689], [-1.945266, -3.976022, -5.434335], [-0.813977, -2.622508, -5.361855], [-3.806449, -2.626059, -4.946592], [-2.801754, -1.458685, -5.808472], [-3.616528, -0.427355, -3.778901], [-1.865243, -0.675288, -3.637421], [-3.259897, -3.629668, 0.384259], [-4.652654, -3.521013, -0.712211], [-5.371585, -4.420101, 1.439859], [-6.045178, -2.797733, 1.265963], [-3.847949, -3.765443, 3.110030], [-5.153469, -2.631662, 3.436665], [-2.465364, -2.133091, 2.135123], [-3.345514, -1.133461, 3.297878], [-3.369534, -0.051403, 1.125684], [-5.018685, -0.610092, 1.481095], [-1.361076, 1.442933, -1.727159], [-1.786306, 1.390822, -0.004111], [-2.114560, 3.622354, -1.120370], [-3.590150, 3.014049, -0.362263], [-2.852956, 2.656565, -3.295054], [-3.986229, 3.886815, -2.718343], [-4.760019, 1.393954, -3.548607], [-5.680216, 2.322977, -2.372585], [-5.037869, -0.160343, -1.762457], [-4.939404, 1.112573, -0.539869]], "atomic_forces_ev_per_a": [[0.370, 0.086, 0.814], [0.250, 0.071, -0.219], [-0.459, -0.256, 1.054], [-0.856, 0.585, -0.504], [0.093, -0.315, -0.411], [0.162, 0.269, -0.307], [0.221, 0.334, -0.120], [-0.158, -0.256, -0.484], [-0.225, 0.008, -0.057], [-0.121, 0.082, 0.121], [-0.065, 0.122, -0.120], [-0.196, -0.232, 0.374], [0.117, 0.330, -0.441], [-0.112, -0.002, 0.474], [0.756, -0.474, -0.483], [-0.027, -0.034, -0.072], [0.049, -0.011, -0.005], [-0.046, -0.090, 0.066], [0.040, -0.097, 0.145], [0.627, 0.163, -0.129], [-1.932, -0.454, -0.487], [0.381, 0.432, 0.659], [0.122, -0.643, 0.071], [-0.081, -0.058, 0.014], [-0.002, -0.028, -0.023], [0.036, 0.078, 0.045], [-0.182, 0.322, -0.267], [0.617, 0.323, -0.462], [-0.221, -0.371, -0.240], [0.123, -0.074, -0.047], [-0.015, 0.025, -0.035], [-0.082, 0.102, 0.112], [-0.024, 0.261, 0.571], [0.674, -0.364, 0.190], [0.302, 0.215, 0.240], [0.030, -0.085, -0.203], [-0.051, 0.118, 0.119], [0.073, -0.091, 0.025], [-0.453, -0.066, -0.146], [0.138, -0.063, 0.098], [-0.042, -0.145, -0.166], [0.084, 0.008, 0.042], [0.097, -0.049, 0.035], [0.048, 0.030, 0.013], [0.032, -0.006, -0.063], [-0.044, 0.030, -0.004], [-0.067, -0.010, 0.006], [0.131, 0.036, -0.045], [-0.028, 0.066, -0.068], [0.034, -0.045, 0.010], [0.060, -0.069, 0.059], [-0.089, 0.006, -0.043], [-0.053, -0.014, -0.044], [-0.006, -0.020, 0.068], [0.008, -0.035, 0.066], [0.026, 0.078, 0.066], [0.138, -0.061, -0.009], [-0.145, 0.055, 0.120], [0.114, 0.124, 0.024], [-0.062, 0.129, 0.089], [-0.047, 0.013, -0.116], [-0.003, 0.000, 0.094], [0.032, 0.047, 0.042], [0.027, 0.059, -0.053], [0.064, -0.059, -0.074], [-0.068, -0.029, -0.037], [-0.039, -0.035, 0.003], [-0.089, 0.184, 0.088], [0.010, -0.151, -0.034]]}

---

no.,E (hartree)
1,-877.6858
2,-3184.2321
3,-3555.0098